[1]
A cluster of 10 separate species, C3H26O10 in total in a non-equilibrium geometry, computed with ωB97M-V/def2-TZVPD.

Each atom is followed by the atoms it is bonded to, with distances in Å.
Geometry (Å):
1 C -2.863 0.163 4.056  C2 1.524, H5 1.090, H6 1.090, H7 1.090
2 C -3.719 -0.784 4.889  C1 1.524, C3 1.601, O4 1.418, H8 1.090
3 C -4.646 -1.752 4.014  C2 1.601, H9 1.090, H10 1.090, H11 1.090
4 O -2.859 -1.579 5.689  C2 1.418, H12 0.960
5 H -2.137 -0.404 3.474  C1 1.090
6 H -2.264 0.877 4.621  C1 1.090
7 H -3.386 0.679 3.251  C1 1.090
8 H -4.295 -0.312 5.684  C2 1.090
9 H -5.384 -1.067 3.597  C3 1.090
10 H -5.158 -2.587 4.492  C3 1.090
11 H -4.105 -2.152 3.157  C3 1.090
12 H -2.502 -2.277 5.135  O4 0.960
13 O 0.356 -3.104 -6.662  H14 0.957, H15 0.957
14 H -0.240 -3.565 -6.072  O13 0.957
15 H 0.335 -2.195 -6.362  O13 0.957
16 O -0.732 1.005 -5.684  H17 0.957, H18 0.957
17 H -0.258 1.142 -6.504  O16 0.957
18 H -1.555 1.480 -5.800  O16 0.957
19 O 0.619 5.799 -2.399  H20 0.957, H21 0.957
20 H 0.059 6.542 -2.172  O19 0.957
21 H 0.041 5.199 -2.871  O19 0.957
22 O 3.357 -2.739 -0.083  H23 0.957, H24 0.957
23 H 2.691 -2.101 -0.339  O22 0.957
24 H 2.979 -3.587 -0.315  O22 0.957
25 O 0.621 0.474 -1.282  H26 0.957, H27 0.957
26 H 0.339 0.579 -2.191  O25 0.957
27 H 1.416 1.003 -1.215  O25 0.957
28 O 3.875 3.378 -0.977  H29 0.957, H30 0.957
29 H 4.308 3.883 -0.288  O28 0.957
30 H 3.414 4.032 -1.501  O28 0.957
31 O -1.364 -2.937 -0.358  H32 0.957, H33 0.957
32 H -1.393 -2.983 0.598  O31 0.957
33 H -0.970 -2.085 -0.546  O31 0.957
34 O 2.631 0.174 3.676  H35 0.957, H36 0.957
35 H 2.394 -0.721 3.431  O34 0.957
36 H 2.092 0.727 3.111  O34 0.957
37 O 6.260 0.738 -3.413  H38 0.957, H39 0.957
38 H 6.482 -0.072 -2.954  O37 0.957
39 H 5.563 1.130 -2.886  O37 0.957

Highest occupied orbital energy = -10.2 eV
SMILES string = CC(C)O.O.O.O.O.O.O.O.O.O
Net charge = 0
Multiplicity = 1
HOMO-LUMO gap = 10.128 eV


[2]
A cluster of 6 separate species, CH13O5S in total in a non-equilibrium geometry, computed with ωB97M-V/def2-TZVPD.

Each atom is followed by the atoms it is bonded to, with distances in Å.
Geometry (Å):
1 C 2.974 -0.289 1.771  S2 1.850, H3 1.087, H4 1.094, H5 1.103
2 S 3.538 1.055 0.632  C1 1.850
3 H 3.671 -1.123 1.755  C1 1.087
4 H 2.833 0.213 2.733  C1 1.094
5 H 1.955 -0.672 1.591  C1 1.103
6 H 1.067 1.234 -1.655  O8 0.963
7 H 1.924 0.744 -0.540  O8 1.018
8 O 1.151 0.433 -1.127  H6 0.963, H7 1.018
9 H -2.938 1.335 0.464  O11 0.973
10 H -3.571 1.775 1.784  O11 0.956
11 O -3.563 1.056 1.155  H9 0.973, H10 0.956
12 H -0.433 2.674 -0.118  O14 0.961
13 H -0.390 1.330 0.655  O14 0.977
14 O -0.909 2.148 0.531  H12 0.961, H13 0.977
15 H -1.961 -2.767 -1.903  O17 0.968
16 H -2.670 -1.467 -2.386  O17 0.959
17 O -2.807 -2.396 -2.192  H15 0.968, H16 0.959
18 H 0.470 -2.321 -0.729  O20 0.969
19 H -0.068 -1.004 -1.184  O20 0.980
20 O -0.272 -1.961 -1.238  H18 0.969, H19 0.980

Highest occupied orbital energy = -3.3 eV
Net charge = -1
Multiplicity = 1
HOMO-LUMO gap = 6.485 eV


[3]
A cluster of 3 separate species, CHNO3S in total in a non-equilibrium geometry, computed with ωB97M-V/def2-TZVPD.

Each atom is followed by the atoms it is bonded to, with distances in Å.
Geometry (Å):
1 C 3.280 1.771 -2.804  O5 1.161
2 N -3.770 -2.928 1.814  O3 1.292, O4 1.228
3 O -3.455 -4.059 2.353  N2 1.292
4 O -4.966 -2.651 1.785  N2 1.228
5 O 4.368 1.913 -2.423  C1 1.161
6 S 2.787 3.611 -0.503  H7 1.658
7 H 1.755 2.343 -0.221  S6 1.658

Highest occupied orbital energy (spin up / spin down) = 2.0 / -1.2 eV
Net charge = -2
Multiplicity = 3
HOMO-LUMO gap (spin up / spin down) = 3.537 / 5.952 eV


[4]
An isolated molecule of C4H6O2, computed with ωB97M-V/def2-TZVPD.

Each atom is followed by the atoms it is bonded to, with distances in Å.
Geometry (Å):
1 O 1.746 -0.404 0.986  C2 1.318, H7 0.969
2 C 1.027 -1.205 0.224  O1 1.318, C3 1.504
3 C 0.064 -0.362 -0.566  C2 1.504, C4 1.550, C6 1.539, H8 1.094
4 C -1.356 -0.456 0.049  C3 1.550, O5 1.429, H9 1.097, H10 1.097
5 O -1.391 0.950 0.298  C4 1.429, C6 1.436
6 C -0.118 1.150 -0.337  C3 1.539, O5 1.436, H11 1.095, H12 1.097
7 H 2.335 -0.958 1.521  O1 0.969
8 H 0.108 -0.680 -1.612  C3 1.094
9 H -2.144 -0.781 -0.642  C4 1.097
10 H -1.425 -1.044 0.973  C4 1.097
11 H 0.605 1.629 0.332  C6 1.095
12 H -0.214 1.739 -1.257  C6 1.097

Highest occupied orbital energy = -8.8 eV
Net charge = 0
Multiplicity = 1
HOMO-LUMO gap = 9.541 eV


ΔE to the lowest compared entry with this formula, charge and spin
In order: 173.3; 105.7; 64.1; 394.9
Unit: kJ/mol
Energy
In order: -24006.988; -22322.320; -19514.842; -8336.368
Unit: eV